No. 1
Molecular formula: C32H37ClMgN2Si2
Method: DFT, ωB97M-V with the def2-TZVPD basis set

```
! RIJCOSX wB97M-V def2-TZVPD def2/J DEFGRID3
* xyz 0 1
C -1.579 -0.501 4.629
C -2.208 -0.172 3.389
C -2.052 -1.280 2.513
H -2.813 0.716 3.201
C -1.316 -2.287 3.196
C -1.027 -1.809 4.502
H -0.584 -2.391 5.311
H -1.637 0.070 5.548
H -2.504 -1.393 1.527
H -1.080 -3.277 2.811
Mg -0.022 -0.451 3.027
Si 1.269 0.420 -0.026
C 0.123 1.952 -0.073
C 0.608 3.110 -0.707
H 1.660 3.149 -1.009
C -0.262 4.158 -0.998
H 0.136 5.045 -1.506
C -1.615 4.079 -0.658
H -2.269 4.923 -0.896
C -2.110 2.909 -0.076
H -3.175 2.853 0.142
C -1.247 1.845 0.209
H -1.681 0.938 0.636
C 0.216 -1.233 -0.643
C -1.123 -1.231 -1.191
H -1.616 -0.311 -1.537
C -1.855 -2.424 -1.256
H -2.842 -2.417 -1.730
C -1.378 -3.593 -0.662
H -1.985 -4.500 -0.689
C -0.154 -3.586 0.012
H 0.158 -4.483 0.559
C 0.650 -2.447 0.013
H 1.590 -2.466 0.568
H 0.696 -0.039 1.349
Si 0.702 -0.235 -2.375
C 0.985 -1.622 -3.550
C 0.334 -1.652 -4.801
H 0.071 -0.721 -5.306
C -0.003 -2.898 -5.357
H -0.590 -2.934 -6.273
C 0.379 -4.083 -4.719
H 0.031 -5.050 -5.088
C 1.206 -4.022 -3.588
H 1.542 -4.935 -3.101
C 1.572 -2.791 -3.044
H 2.242 -2.732 -2.178
C 0.220 1.254 -3.468
C -1.145 1.517 -3.694
H -1.901 0.836 -3.308
C -1.555 2.645 -4.426
H -2.622 2.840 -4.543
C -0.626 3.515 -4.993
H -0.950 4.402 -5.548
C 0.739 3.226 -4.839
H 1.479 3.898 -5.277
C 1.155 2.103 -4.103
H 2.229 1.897 -4.006
H 2.006 0.618 -1.293
Cl 3.193 0.306 0.882
N 1.822 -0.978 3.986
C 2.060 -0.349 5.343
C 1.329 0.974 5.543
C 1.426 1.961 4.380
N 0.419 1.669 3.299
H 2.583 -0.716 3.347
H 1.892 -1.994 4.096
H 1.703 -1.062 6.103
H 3.140 -0.208 5.503
H 0.275 0.784 5.795
H 1.786 1.461 6.420
H 1.245 2.974 4.767
H 2.432 1.946 3.937
H -0.469 2.114 3.548
H 0.693 2.163 2.444
*
```

Properties
HOMO (alpha / beta), eV: -4.28 / -4.25
Lowest unoccupied orbital energy (alpha / beta), eV: 0.161 / 0.161
Frontier orbital gap (alpha / beta), eV: 4.4 / 4.4

Mulliken population analysis, charges in e, atoms 1 to 5: number 1, C, carries -0.6201; number 2, C, carries -1.0199; number 3, C, carries -0.4577; number 4, H, carries 0.5273; number 5, C, carries -0.4035

No. 2
Molecular formula: C32H37N5O11
Method: DFT, ωB97M-V with the def2-TZVPD basis set

```
! RIJCOSX wB97M-V def2-TZVPD def2/J DEFGRID3
* xyz 0 1
C 0.245 -0.446 0.548
O -0.215 0.653 -0.231
C -1.285 0.183 -1.028
C -1.941 1.258 -1.890
C -1.828 2.681 -1.349
C -2.184 2.885 0.137
C -3.363 2.093 0.647
C -4.640 2.311 -0.133
N -5.726 1.516 0.505
C -6.385 0.689 -0.424
O -5.870 -0.109 -1.088
O -7.737 0.853 -0.482
H -0.428 -1.293 0.499
H 1.188 -0.771 0.124
H 0.358 -0.172 1.584
H -0.874 -0.568 -1.707
H -2.062 -0.327 -0.462
H -1.460 1.250 -2.860
H -2.961 0.969 -2.081
H -0.864 3.114 -1.560
H -2.531 3.286 -1.917
H -1.280 2.735 0.714
H -2.436 3.937 0.249
H -3.149 1.040 0.766
H -3.571 2.454 1.652
H -4.894 3.361 -0.130
H -4.554 1.997 -1.166
H -5.295 0.887 1.171
H -7.953 1.338 -1.286
C 4.210 3.489 1.371
C 3.147 2.928 0.677
C 1.965 2.632 1.336
C 1.868 2.909 2.689
C 2.919 3.462 3.398
C 4.097 3.752 2.731
N 0.607 2.615 3.381
O -0.288 2.122 2.719
O 0.515 2.893 4.562
H 5.130 3.723 0.852
H 3.237 2.722 -0.381
H 1.136 2.193 0.794
H 2.829 3.668 4.454
H 4.928 4.186 3.270
C -0.197 -5.619 -1.645
C -0.543 -4.725 -2.650
C 0.396 -3.831 -3.135
C 1.677 -3.843 -2.609
C 2.032 -4.722 -1.603
C 1.088 -5.613 -1.120
N 2.682 -2.910 -3.140
O 2.331 -2.136 -4.011
O 3.807 -2.969 -2.677
H -0.929 -6.323 -1.272
H -1.545 -4.728 -3.058
H 0.121 -3.137 -3.916
H 3.032 -4.723 -1.195
H 1.359 -6.309 -0.338
C -3.891 4.547 5.348
C -2.929 4.184 4.416
C -2.711 4.975 3.300
C -3.459 6.126 3.135
C -4.424 6.500 4.053
C -4.639 5.703 5.165
N -3.215 6.977 1.960
O -2.374 6.607 1.160
O -3.867 7.999 1.857
H -4.056 3.929 6.221
H -2.346 3.284 4.554
H -1.963 4.689 2.573
H -5.005 7.399 3.910
H -5.390 5.984 5.891
C 7.470 -6.507 -3.881
C 6.457 -7.143 -4.585
C 5.298 -7.532 -3.935
C 5.169 -7.272 -2.583
C 6.171 -6.645 -1.865
C 7.328 -6.262 -2.522
N 3.930 -7.661 -1.894
O 3.072 -8.223 -2.546
O 3.830 -7.387 -0.710
H 8.372 -6.200 -4.394
H 6.569 -7.334 -5.644
H 4.509 -8.026 -4.482
H 6.059 -6.451 -0.809
H 8.119 -5.768 -1.975
*
```

Properties
Structure (SMILES): O=[N+]([O-])c1ccccc1.O=[N+]([O-])c1ccccc1.O=[N+]([O-])c1ccccc1.O=[N+]([O-])c1ccccc1.COCCCCCCNC(=O)O
HOMO, eV: -9.42
Lowest unoccupied orbital energy, eV: -0.641
Frontier orbital gap, eV: 8.8

Mulliken population analysis, charges in e, atoms 1 to 5: number 1, C, carries -0.9018; number 2, O, carries -0.2450; number 3, C, carries -0.7309; number 4, C, carries -0.7802; number 5, C, carries -1.2311

No. 3
Molecular formula: C32H37N6O3S3W
Method: DFT, ωB97M-V with the def2-TZVPD basis set

```
! RIJCOSX wB97M-V def2-TZVPD def2/J DEFGRID3
* xyz 1 1
W -0.459 -0.574 0.431
C 2.790 2.061 -0.833
C 1.544 1.253 -1.032
O 1.363 0.272 -0.237
C 0.672 1.520 -2.083
C -0.288 0.588 -2.467
C -0.840 0.645 -3.858
N -0.703 -0.396 -1.653
N -1.411 -1.383 -2.309
C -1.730 -2.317 -1.483
O -1.411 -2.194 -0.206
C -2.404 -3.551 -1.907
C -2.817 -3.703 -3.230
C -3.442 -4.872 -3.625
C -3.659 -5.891 -2.706
C -3.250 -5.739 -1.389
C -2.625 -4.571 -0.985
H 3.446 1.555 -0.130
H 2.518 3.042 -0.435
H 3.311 2.219 -1.776
H 0.913 2.318 -2.768
H -0.579 1.589 -4.327
H -1.918 0.498 -3.851
H -0.418 -0.169 -4.448
H -2.637 -2.905 -3.936
H -3.762 -4.991 -4.651
H -4.147 -6.804 -3.017
H -3.419 -6.533 -0.674
H -2.307 -4.444 0.041
C 1.941 1.262 3.961
C 0.844 0.952 2.987
N 0.933 -0.071 2.192
N 2.128 -0.762 2.346
C 2.225 -1.841 1.669
S 0.945 -2.459 0.649
S 3.616 -2.870 1.723
C 4.800 -1.886 2.701
C 5.737 -1.096 1.836
C 5.444 0.214 1.475
C 6.318 0.937 0.678
C 7.492 0.352 0.225
C 7.789 -0.956 0.578
C 6.918 -1.673 1.381
C -0.331 1.828 2.974
C -0.712 2.514 4.133
C -1.823 3.332 4.145
C -2.566 3.495 2.983
C -2.212 2.830 1.823
C -1.101 1.993 1.816
O -0.761 1.336 0.681
H 2.911 1.122 3.494
H 1.896 0.569 4.805
H 1.855 2.279 4.329
H 5.343 -2.625 3.288
H 4.230 -1.261 3.385
H 4.524 0.666 1.827
H 6.091 1.963 0.418
H 8.177 0.916 -0.392
H 8.706 -1.416 0.235
H 7.159 -2.691 1.661
H -0.145 2.383 5.044
H -2.111 3.839 5.054
H -3.436 4.137 2.985
H -2.803 2.936 0.926
C -2.836 3.203 -2.410
N -2.786 2.077 -1.489
C -3.669 1.105 -1.260
S -3.350 -0.055 -0.040
N -4.822 0.992 -1.921
C -5.401 1.822 -2.968
H -1.851 3.665 -2.401
H -3.564 3.955 -2.102
H -3.047 2.886 -3.429
H -1.999 2.056 -0.848
H -5.339 0.166 -1.661
H -5.438 2.870 -2.677
H -6.422 1.484 -3.119
H -4.868 1.719 -3.913
C -1.601 -1.091 2.201
H -1.564 -0.314 2.965
H -1.154 -1.998 2.617
H -2.644 -1.313 1.980
*
```

Properties
HOMO, eV: -10.57
Lowest unoccupied orbital energy, eV: -4.136
Frontier orbital gap, eV: 6.4

Mulliken population analysis, charges in e, atoms 1 to 5: number 1, W, carries 0.3283; number 2, C, carries -1.2497; number 3, C, carries 1.0765; number 4, O, carries -0.4720; number 5, C, carries -2.0594

No. 4
Molecular formula: C32H37N8SSeSiTi
Method: DFT, ωB97M-V with the def2-TZVPD basis set

```
! RIJCOSX wB97M-V def2-TZVPD def2/J DEFGRID3
* xyz 1 1
Ti 0.247 0.596 0.110
C -0.915 6.154 0.416
C -1.810 5.192 0.871
C -1.375 3.897 1.095
C -0.050 3.559 0.850
C 0.857 4.523 0.448
C 0.417 5.820 0.219
N 0.339 2.203 1.119
N 0.602 2.060 2.457
C 0.244 0.869 2.893
C 0.402 0.554 4.281
C -0.212 -0.541 4.781
C -0.961 -1.389 3.911
C -0.974 -1.111 2.585
N -0.351 -0.031 2.026
H -1.252 7.167 0.240
H -2.844 5.453 1.053
H -2.054 3.135 1.458
H 1.903 4.272 0.348
H 1.124 6.576 -0.097
H 0.964 1.248 4.890
H -0.152 -0.773 5.836
H -1.495 -2.248 4.289
H -1.490 -1.767 1.899
C 0.290 -3.435 0.641
C 0.419 -2.783 -0.701
C 0.485 -3.557 -1.839
C 0.574 -2.930 -3.084
C 0.656 -1.564 -3.162
C 0.659 -0.814 -1.966
N 0.491 -1.437 -0.764
N 0.791 0.524 -1.851
Si 1.372 1.493 -3.216
C 0.083 1.593 -4.571
C 1.815 3.167 -2.533
C 2.919 0.723 -3.936
H 0.832 -4.380 0.655
H -0.755 -3.661 0.864
H 0.673 -2.790 1.427
H 0.447 -4.635 -1.759
H 0.583 -3.524 -3.989
H 0.720 -1.061 -4.114
H -0.928 1.657 -4.172
H 0.126 0.728 -5.235
H 0.251 2.478 -5.189
H 2.086 3.075 -1.482
H 1.015 3.903 -2.622
H 2.687 3.565 -3.055
H 2.709 -0.034 -4.692
H 3.553 0.277 -3.167
H 3.507 1.508 -4.418
S -4.315 0.104 -0.801
C -2.712 -0.183 -0.307
N -1.836 0.728 -0.607
C -2.438 1.775 -1.316
C -1.807 2.915 -1.813
C -2.563 3.847 -2.485
C -3.942 3.666 -2.669
C -4.581 2.546 -2.185
C -3.810 1.602 -1.508
H -2.451 -1.078 0.237
H -0.749 3.073 -1.659
H -2.087 4.737 -2.873
H -4.512 4.418 -3.198
H -5.643 2.403 -2.325
C 4.044 -1.981 -1.377
N 3.753 -2.349 0.002
C 3.979 -3.597 0.544
C 3.656 -3.523 1.852
N 3.242 -2.229 2.090
C 2.805 -1.722 3.385
C 3.283 -1.518 0.949
Se 2.936 0.314 0.781
H 4.821 -2.641 -1.753
H 4.393 -0.952 -1.400
H 3.152 -2.080 -1.994
H 4.358 -4.412 -0.045
H 3.694 -4.262 2.632
H 3.382 -2.211 4.166
H 1.743 -1.919 3.531
H 2.975 -0.649 3.415
*
```

Properties
HOMO (alpha / beta), eV: -9.60 / -9.60
Lowest unoccupied orbital energy (alpha / beta), eV: -2.768 / -2.762
Frontier orbital gap (alpha / beta), eV: 6.8 / 6.8

Mulliken population analysis, charges in e, atoms 1 to 5: number 1, Ti, carries -0.5217; number 2, C, carries -0.5550; number 3, C, carries -0.8497; number 4, C, carries 0.1989; number 5, C, carries -0.8191

No. 5
Molecular formula: C32H38AgN9OSi2
Method: DFT, ωB97M-V with the def2-TZVPD basis set

```
! RIJCOSX wB97M-V def2-TZVPD def2/J DEFGRID3
* xyz 0 1
Ag -0.558 1.334 -1.616
C 4.771 -0.168 -0.562
N 3.405 0.020 -1.114
C 2.361 0.768 -0.698
N 1.389 0.661 -1.621
C 1.952 -0.144 -2.574
N 3.156 -0.570 -2.347
C 5.178 -1.611 -0.381
C 6.152 -2.263 -1.146
C 6.417 -3.633 -1.031
C 5.601 -4.445 -0.209
C 4.594 -3.812 0.514
C 4.382 -2.394 0.437
C 3.707 -4.488 1.437
N 3.793 -5.724 1.893
N 2.631 -5.869 2.674
C 2.097 -4.723 2.873
O 2.633 -3.760 2.053
C 1.034 -4.322 3.793
C -0.026 -5.078 4.332
C -1.157 -4.380 4.911
C -1.045 -3.067 5.276
C 0.121 -2.333 4.960
C 0.417 -1.016 5.641
N 0.849 0.021 4.682
C 0.972 -0.047 3.319
N 1.283 1.154 2.834
C 1.390 1.939 3.976
N 1.132 1.299 5.125
C 1.114 -2.968 4.147
H 4.768 0.386 0.361
H 5.428 0.215 -1.339
H 2.197 1.296 0.238
H 1.439 -0.417 -3.495
H 6.730 -1.602 -1.799
H 7.305 -4.039 -1.574
H 5.841 -5.489 -0.197
H 3.510 -1.997 0.937
H 0.002 -6.172 4.257
H -2.133 -4.918 5.061
H -1.886 -2.533 5.655
H 1.235 -1.125 6.421
H -0.463 -0.620 6.151
H 0.909 -0.906 2.731
H 1.567 2.992 3.837
H 2.060 -2.392 4.069
C -5.275 1.222 -1.064
Si -3.422 1.399 -0.559
C -3.195 2.695 0.884
C -2.771 -0.298 0.017
C -2.461 2.146 -2.064
C -2.277 3.610 -2.154
C -3.334 4.527 -2.369
C -3.061 5.900 -2.380
C -1.745 6.329 -2.207
C -0.761 5.350 -2.118
N -1.011 4.042 -2.104
Si -2.655 1.420 -3.851
C -4.305 1.942 -4.646
C -2.477 -0.473 -3.736
C -1.333 2.254 -4.884
H -5.837 0.860 -0.203
H -5.364 0.667 -2.011
H -5.740 2.221 -1.241
H -3.995 2.622 1.645
H -3.150 3.678 0.485
H -2.208 2.467 1.405
H -3.578 -0.924 0.346
H -2.123 -0.224 0.946
H -2.252 -0.890 -0.746
H -4.295 4.082 -2.422
H -3.809 6.586 -2.435
H -1.512 7.386 -2.098
H 0.311 5.641 -2.075
H -5.214 1.885 -4.063
H -4.377 1.299 -5.541
H -4.262 2.965 -4.984
H -3.494 -0.871 -3.647
H -1.809 -0.879 -2.966
H -2.144 -0.907 -4.719
H -0.312 1.958 -4.636
H -1.410 3.331 -4.807
H -1.599 1.927 -5.894
*
```

Properties
HOMO, eV: -6.75
Lowest unoccupied orbital energy, eV: -0.515
Frontier orbital gap, eV: 6.2

Mulliken population analysis, charges in e, atoms 1 to 5: number 1, Ag, carries 0.0480; number 2, C, carries -0.9277; number 3, N, carries 0.6518; number 4, C, carries -0.0793; number 5, N, carries 0.2892

No. 6
Molecular formula: C32H38BF4LiO12
Method: DFT, ωB97M-V with the def2-TZVPD basis set

```
! RIJCOSX wB97M-V def2-TZVPD def2/J DEFGRID3
* xyz 0 1
Li 0.765 2.052 3.008
B -0.975 0.376 1.998
F 0.340 0.067 2.046
F -1.499 0.129 0.690
F -1.600 -0.449 3.008
F -1.066 1.726 2.284
C -3.984 -1.598 0.144
O -4.093 -0.729 1.355
H -4.966 -1.810 -0.508
H -3.539 -2.542 0.554
H -3.322 -1.180 -0.834
H -3.354 -0.088 1.327
C 3.961 1.862 3.077
O 2.674 1.363 2.777
H 3.624 2.744 3.729
H 4.376 2.454 2.059
H 4.675 1.325 3.584
H 3.031 0.606 2.578
C 0.186 -5.593 5.353
C -0.353 -4.331 5.651
C -0.360 -3.294 4.656
C 0.061 -3.696 3.378
C 0.471 -5.048 3.021
C 0.558 -5.869 4.050
O 0.977 -7.069 3.738
O -0.972 -2.117 5.022
H 0.362 -6.333 6.188
H -0.461 -4.029 6.771
H -0.026 -3.028 2.521
H 0.919 -5.308 1.919
H 0.919 -7.568 2.838
H -0.869 -1.675 4.309
C 4.937 1.252 -0.583
C 4.320 0.192 0.148
C 3.017 -0.257 -0.200
C 2.232 0.441 -1.216
C 2.946 1.372 -1.986
C 4.219 1.823 -1.661
O 4.913 2.545 -2.632
O 2.592 -1.301 0.568
H 6.060 1.276 -0.486
H 4.916 -0.210 0.873
H 1.235 0.337 -1.420
H 2.365 1.788 -2.573
H 5.765 2.188 -2.934
H 1.832 -1.884 0.444
C 0.681 -3.827 -1.737
C 0.784 -4.306 -3.008
C 0.065 -3.759 -3.992
C -0.571 -2.466 -3.745
C -0.646 -1.986 -2.428
C -0.070 -2.740 -1.376
O -0.200 -2.239 -0.149
O 0.275 -4.076 -5.332
H 1.282 -4.259 -1.080
H 1.426 -5.191 -3.061
H -1.171 -1.940 -4.634
H -1.259 -1.144 -2.132
H -0.846 -1.457 0.069
H 1.013 -4.708 -5.512
C -5.283 1.424 -1.790
C -3.934 1.689 -1.344
C -2.771 1.637 -2.159
C -2.950 1.393 -3.484
C -4.241 1.033 -3.987
C -5.349 1.130 -3.157
O -6.419 0.717 -3.754
O -1.573 1.925 -1.710
H -6.069 1.508 -1.172
H -3.693 1.765 -0.244
H -2.194 1.389 -4.205
H -4.282 0.981 -4.979
H -6.575 0.708 -4.754
H -1.311 1.460 -0.849
C 1.418 6.341 -0.467
C 1.820 5.065 -0.204
C 0.907 3.996 0.047
C -0.473 4.289 0.091
C -0.973 5.563 -0.254
C 0.020 6.636 -0.533
O -0.363 7.837 -0.916
O 1.393 2.772 0.467
H 2.120 7.162 -0.588
H 2.895 4.841 -0.253
H -1.143 3.475 0.326
H -2.158 5.449 -0.134
H 0.366 8.485 -0.838
H 2.247 2.544 0.371
*
```

Properties
HOMO, eV: -7.62
Lowest unoccupied orbital energy, eV: -0.623
Frontier orbital gap, eV: 7.0

Mulliken population analysis, charges in e, atoms 1 to 5: number 1, Li, carries 0.8613; number 2, B, carries 0.6614; number 3, F, carries -0.1757; number 4, F, carries -0.4624; number 5, F, carries -0.4558

Number 1: energy -2590.25592 a.u., molecular weight 565.59 g mol⁻¹. Number 2: energy -2342.59987 a.u., molecular weight 667.67 g mol⁻¹. Number 3: energy -3057.36960 a.u., molecular weight 833.73 g mol⁻¹. Number 4: energy -5618.21205 a.u., molecular weight 720.68 g mol⁻¹. Number 5: energy -2536.15510 a.u., molecular weight 728.76 g mol⁻¹. Number 6: energy -2576.81624 a.u., molecular weight 708.39 g mol⁻¹.